[1]
A molecular structure, C5H13N at a distorted geometry. Source: the Open Molecules 2025 dataset; level of theory: ωB97M-V/def2-TZVPD.

CARTESIAN COORDINATES (ANGSTROEM)
C (0.85034, -0.91977, 0.13068)
C (-0.07820, -1.11498, -0.96692)
C (-0.17729, -0.17707, -2.01755)
C (-0.50804, -0.60581, 0.84909)
C (-0.16995, 0.06645, 2.23462)
N (0.12826, 2.10105, -0.38332)
H (1.50538, -0.06359, 0.05732)
H (1.29107, -1.81594, 0.55359)
H (-0.55814, -2.07593, -1.11265)
H (0.71177, -0.01557, -2.62907)
H (-1.11940, -0.19683, -2.58459)
H (-0.00140, 1.22133, -1.14482)
H (-1.07011, -1.52334, 1.05489)
H (-1.23114, 0.11173, 0.42657)
H (0.42403, -0.57915, 2.89001)
H (0.42290, 0.94332, 2.01739)
H (-1.07550, 0.36750, 2.73374)
H (-0.66969, 2.70886, -0.48290)
H (0.94629, 2.62806, -0.68610)

Forces on atoms 1 to 2 (eV/Å):
-1.67 -0.57 -0.45
2.09 0.71 -5.14

Results
Multiplicity = 1
HOMO level = -7.586 eV
ΔE to the lowest compared entry with this formula, charge and spin = 93.8 kcal per mole
Orbital gap = 8.457 eV

Here are the Löwdin charges for atoms 1 to 2, given in e:
1. C -0.137
2. C -0.250

[2]
C5H13N in the gas phase at a distorted geometry. Source: the Open Molecules 2025 dataset; level of theory: ωB97M-V/def2-TZVPD.

CARTESIAN COORDINATES (ANGSTROEM)
N (-0.28436, -0.31665, -0.94876)
C (-0.95798, -1.66418, -0.86021)
C (1.03125, -0.35683, -1.59116)
C (1.01460, 0.95175, 1.67058)
C (-0.83553, 0.76507, -0.13359)
C (-0.49688, 0.71603, 1.38107)
H (-0.40340, -2.41960, -0.24157)
H (-1.20219, -1.94214, -1.91973)
H (-1.94808, -1.58580, -0.27198)
H (1.87181, -0.11181, -0.87103)
H (1.32572, -1.34992, -1.87096)
H (1.01924, 0.32585, -2.44841)
H (1.68944, 0.12643, 1.76523)
H (1.43868, 1.65278, 1.03366)
H (1.14347, 1.39550, 2.62753)
H (-1.91937, 0.65536, -0.21377)
H (-0.55247, 1.59965, -0.72725)
H (-0.98507, -0.12007, 1.83910)
H (-0.94887, 1.67859, 1.78125)

Forces on atoms 1 to 2 (eV/Å):
-0.96 -2.79 0.18
-0.76 1.37 0.70

Results
Multiplicity = 1
SMILES = CCCN(C)C
HOMO level = -7.588 eV
ΔE to the lowest compared entry with this formula, charge and spin = 43.2 kcal per mole
Orbital gap = 8.650 eV

Here are the Löwdin charges for atoms 1 to 2, given in e:
1. N -0.291
2. C -0.099

[3]
A molecular structure, C5H13N at a distorted geometry. Source: the Open Molecules 2025 dataset; level of theory: ωB97M-V/def2-TZVPD.

CARTESIAN COORDINATES (ANGSTROEM)
C (-0.47586, -0.75440, -1.55888)
C (-0.75498, 0.27963, -0.64336)
C (0.34795, 0.88967, 0.12981)
C (0.47800, 0.01591, 1.35874)
C (0.07916, 2.38045, 0.50154)
N (0.20323, -2.43165, 0.11502)
H (-1.23927, -1.41334, -1.94683)
H (0.53441, -0.85102, -1.89316)
H (-0.55562, -1.02536, -0.31981)
H (-1.67637, 0.84316, -0.76988)
H (1.23021, 1.06698, -0.49270)
H (1.37257, 0.32721, 1.89717)
H (-0.41900, -0.00644, 1.96918)
H (0.61573, -1.01161, 0.86274)
H (-0.75524, 2.41444, 1.19075)
H (0.98229, 2.88472, 0.81644)
H (-0.29913, 2.88094, -0.40080)
H (1.11728, -2.86566, 0.18190)
H (-0.39869, -2.88698, -0.56618)

Forces on atoms 1 to 2 (eV/Å):
0.08 1.33 0.49
0.09 0.60 -2.73

Results
Multiplicity = 1
HOMO level = -7.394 eV
ΔE to the lowest compared entry with this formula, charge and spin = 143.9 kcal per mole
Orbital gap = 7.533 eV

Here are the Löwdin charges for atoms 1 to 2, given in e:
1. C 0.019
2. C -0.144

[4]
2 unconnected molecules or ions with the total composition C5H13N at a distorted geometry. Source: the Open Molecules 2025 dataset; level of theory: ωB97M-V/def2-TZVPD.

CARTESIAN COORDINATES (ANGSTROEM)
C (2.24578, 1.71347, 0.91851)
C (2.61158, 0.34431, 1.27627)
C (1.92855, -0.75203, 0.93210)
H (2.99341, 2.47754, 1.20761)
H (2.23273, 2.04441, -0.13361)
H (1.37578, 2.25463, 1.30940)
H (3.39826, 0.15378, 1.99695)
H (2.17554, -1.76247, 1.21221)
H (1.01017, -0.61491, 0.36715)
C (-2.50058, -0.21687, 0.11103)
N (-1.77326, 0.17034, -1.09438)
C (-1.69274, -0.99958, -2.01899)
H (-2.26354, -1.25097, 0.41518)
H (-2.32982, 0.45600, 0.94832)
H (-3.57765, -0.35863, -0.05632)
H (-0.82763, 0.31593, -0.74781)
H (-2.30445, -1.82570, -1.64632)
H (-0.69102, -1.42777, -1.97916)
H (-2.01111, -0.72147, -3.01815)

Forces on atoms 1 to 2 (eV/Å):
0.74 3.69 -0.74
-0.67 -1.92 0.64

Results
Multiplicity = 1
SMILES = C=CC.CNC
HOMO level = -9.035 eV
ΔE to the lowest compared entry with this formula, charge and spin = 52.9 kcal per mole
Orbital gap = 10.080 eV

Here are the Löwdin charges for atoms 1 to 2, given in e:
1. C -0.147
2. C -0.241

[5]
3 unconnected molecules or ions with the total composition C5H13N at a distorted geometry. Source: the Open Molecules 2025 dataset; level of theory: ωB97M-V/def2-TZVPD.

CARTESIAN COORDINATES (ANGSTROEM)
C (-2.70604, -0.71850, 0.05535)
C (-1.38581, -0.99230, 0.24102)
C (-0.25123, -0.47324, -0.40456)
C (1.08165, -0.79534, -0.06920)
C (-0.42191, 0.43104, -1.60904)
N (2.61101, 0.95750, 1.06535)
H (-3.40994, -1.11050, 0.77501)
H (-3.16501, -0.10615, -0.71094)
H (-0.03041, 0.81653, 1.82390)
H (-1.23475, -1.67256, 1.08276)
H (-0.17799, 1.52272, 1.56484)
H (1.71448, -1.06005, -0.91926)
H (1.18517, -1.60768, 0.64855)
H (1.69608, 0.20514, 0.27905)
H (0.01286, 1.42657, -1.43109)
H (-1.49798, 0.47571, -1.77218)
H (0.14859, 0.03976, -2.45423)
H (2.23542, 1.88344, 0.90441)
H (3.59580, 0.77793, 0.93027)

Forces on atoms 1 to 2 (eV/Å):
0.91 0.00 0.10
-2.33 -0.13 1.66

Results
Multiplicity = 1
HOMO level = -7.508 eV
ΔE to the lowest compared entry with this formula, charge and spin = 128.0 kcal per mole
Orbital gap = 6.531 eV

Here are the Löwdin charges for atoms 1 to 2, given in e:
1. C 0.058
2. C -0.172

[6]
2 unconnected molecules or ions with the total composition C5H13N at a distorted geometry. Source: the Open Molecules 2025 dataset; level of theory: ωB97M-V/def2-TZVPD.

CARTESIAN COORDINATES (ANGSTROEM)
C (1.71446, -1.54444, 1.60671)
C (1.64000, -0.85726, 0.22965)
C (1.27232, -1.62869, -0.85337)
H (2.68916, -2.10867, 1.60492)
H (1.62820, -0.94553, 2.54849)
H (1.05061, -2.38417, 1.80661)
H (1.64427, 0.20400, 0.20221)
H (1.19045, -1.38268, -1.87599)
H (1.15697, -2.69864, -0.80950)
C (-0.98318, 0.50424, -1.20926)
C (-1.82711, 1.61728, -0.55748)
N (-1.32573, 2.01464, 0.77970)
H (-0.91482, -0.24168, -0.41169)
H (-1.57683, 0.12632, -2.06549)
H (-0.00087, 1.01161, -1.68611)
H (-1.55653, 2.42962, -1.30569)
H (-2.97616, 1.49479, -0.47714)
H (-1.57306, 1.35120, 1.48210)
H (-1.25213, 3.03805, 0.99131)

Forces on atoms 1 to 2 (eV/Å):
1.40 -0.39 0.31
-2.21 -2.91 -0.06

Results
Multiplicity = 2
HOMO level (alpha / beta) = -13.171 / -12.483 eV
ΔE to the lowest compared entry with this formula, charge and spin = 70.5 kcal per mole
Charge = +1
⟨S²⟩ = 0.757
Orbital gap (alpha / beta) = 9.824 / 3.734 eV

Here are the Löwdin charges for atoms 1 to 2, given in e:
1. C -0.109
2. C -0.167

[7]
A gas-phase ion, C5H13N2 (charge +1) at a distorted geometry. Source: the Open Molecules 2025 dataset; level of theory: ωB97M-V/def2-TZVPD.

CARTESIAN COORDINATES (ANGSTROEM)
C (1.11785, -1.85447, 1.93732)
C (-0.05978, -1.79279, 0.98163)
C (0.30860, -0.95486, -0.29142)
C (0.16736, 0.54506, -0.01665)
N (-0.27051, 2.75270, -1.93646)
C (-1.23536, 2.01868, -1.45949)
N (-1.07841, 1.03937, -0.60420)
H (0.94707, -2.38703, 2.86604)
H (1.95188, -2.36260, 1.45194)
H (1.52410, -0.87152, 2.20688)
H (-0.33319, -2.80642, 0.69551)
H (-0.94079, -1.31544, 1.42929)
H (1.16900, -1.46455, -0.69924)
H (-0.50426, -1.26424, -0.95852)
H (1.03761, 1.05709, -0.41823)
H (0.09857, 0.72850, 1.04441)
H (0.70104, 2.49099, -1.84417)
H (-0.38983, 3.50238, -2.60106)
H (-2.28692, 2.17730, -1.65802)
H (-1.92402, 0.76186, -0.12557)

Forces on atoms 1 to 2 (eV/Å):
0.63 0.20 0.08
0.42 0.72 -0.05

Results
Multiplicity = 1
SMILES = CCCC/[NH+]=C\N
HOMO level = -14.750 eV
ΔE to the lowest compared entry with this formula, charge and spin = 28.0 kcal per mole
Charge = +1
Orbital gap = 11.330 eV

Here are the Löwdin charges for atoms 1 to 2, given in e:
1. C -0.109
2. C -0.259

[8]
A gas-phase ion, C5H13N2 (charge +1) at a distorted geometry. Source: the Open Molecules 2025 dataset; level of theory: ωB97M-V/def2-TZVPD.

CARTESIAN COORDINATES (ANGSTROEM)
C (-0.63939, -0.89383, -1.54721)
C (0.78288, -0.51557, -1.11658)
C (1.21082, 0.84146, -0.56291)
N (-0.21574, 1.61183, 2.90846)
C (-0.08970, 1.53318, 1.53508)
C (1.02037, 1.01641, 0.91139)
N (-1.26238, -2.06897, -0.81950)
H (-1.44284, -0.14964, -1.30862)
H (-0.78279, -0.97955, -2.60011)
H (1.37120, -0.63614, -2.21374)
H (1.31338, -1.39513, -0.56929)
H (2.23388, 0.80351, -0.97779)
H (0.70711, 1.71937, -1.07069)
H (0.63824, 1.37850, 3.47879)
H (-1.09321, 2.07736, 3.35261)
H (-0.96608, 2.00411, 0.83335)
H (1.69344, 0.70922, 1.63786)
H (-0.88047, -3.01620, -0.74864)
H (-2.14986, -2.20728, -1.22985)
H (-1.44886, -1.83262, 0.10740)

Forces on atoms 1 to 2 (eV/Å):
-0.99 1.54 1.63
2.24 -2.63 -3.53

Results
Multiplicity = 1
SMILES = N/C=C/CCC[NH3+]
HOMO level = -10.923 eV
ΔE to the lowest compared entry with this formula, charge and spin = 82.7 kcal per mole
Charge = +1
Orbital gap = 7.310 eV

Here are the Löwdin charges for atoms 1 to 2, given in e:
1. C -0.137
2. C -0.209

Repeat the third record exactly.
A molecular structure, C5H13N at a distorted geometry. Source: the Open Molecules 2025 dataset; level of theory: ωB97M-V/def2-TZVPD.

CARTESIAN COORDINATES (ANGSTROEM)
C (-0.47586, -0.75440, -1.55888)
C (-0.75498, 0.27963, -0.64336)
C (0.34795, 0.88967, 0.12981)
C (0.47800, 0.01591, 1.35874)
C (0.07916, 2.38045, 0.50154)
N (0.20323, -2.43165, 0.11502)
H (-1.23927, -1.41334, -1.94683)
H (0.53441, -0.85102, -1.89316)
H (-0.55562, -1.02536, -0.31981)
H (-1.67637, 0.84316, -0.76988)
H (1.23021, 1.06698, -0.49270)
H (1.37257, 0.32721, 1.89717)
H (-0.41900, -0.00644, 1.96918)
H (0.61573, -1.01161, 0.86274)
H (-0.75524, 2.41444, 1.19075)
H (0.98229, 2.88472, 0.81644)
H (-0.29913, 2.88094, -0.40080)
H (1.11728, -2.86566, 0.18190)
H (-0.39869, -2.88698, -0.56618)

Forces on atoms 1 to 2 (eV/Å):
0.08 1.33 0.49
0.09 0.60 -2.73

Results
Multiplicity = 1
HOMO level = -7.394 eV
ΔE to the lowest compared entry with this formula, charge and spin = 143.9 kcal per mole
Orbital gap = 7.533 eV

Here are the Löwdin charges for atoms 1 to 2, given in e:
1. C 0.019
2. C -0.144

Question: What is the multiplicity in the second record?
Answer: 1

Question: Which of these has the highest multiplicity?
Answer: number 6